# 1
{
  "formula": "C23H16I3N3O3W",
  "method": "ωB97M-V with the def2-TZVPD basis set",
  "species": ["W", "C", "C", "N", "C", "C", "C", "O", "C", "C", "N", "C", "C", "C", "C", "C", "C", "I", "C", "O", "H", "H", "H", "H", "H", "H", "H", "H", "H", "H", "H", "H", "I", "C", "C", "C", "I", "C", "C", "C", "C", "N", "C", "C", "O", "H", "H", "H", "H"],
  "coordinates": [[-0.46, 0.02, -0.71], [-0.82, 3.46, 2.60], [-0.25, 2.10, 2.88], [0.17, 1.82, 4.12], [0.67, 0.62, 4.38], [0.80, -0.42, 3.45], [1.29, -1.77, 3.92], [1.95, -2.48, 2.87], [0.39, -0.13, 2.16], [0.43, -1.04, 0.97], [-0.79, -1.49, 0.47], [-1.29, -2.80, 0.32], [-0.99, -3.82, 1.21], [-1.58, -5.06, 1.01], [-2.46, -5.28, -0.03], [-2.76, -4.27, -0.94], [-2.15, -3.05, -0.74], [-2.38, -1.47, -2.07], [-0.13, 1.12, 1.92], [-0.49, 1.37, 0.57], [-0.41, 4.17, 3.32], [-1.90, 3.45, 2.72], [-0.59, 3.79, 1.59], [1.00, 0.46, 5.40], [0.44, -2.36, 4.26], [1.94, -1.64, 4.78], [2.83, -2.73, 3.16], [1.28, -1.71, 0.86], [-0.31, -3.63, 2.03], [-1.35, -5.86, 1.70], [-2.92, -6.26, -0.16], [-3.43, -4.45, -1.77], [4.10, -0.72, -2.93], [2.72, 0.77, -3.23], [3.01, 1.86, -4.09], [2.12, 2.87, -4.32], [2.64, 4.41, -5.60], [0.85, 2.85, -3.66], [-0.17, 3.81, -3.80], [-1.36, 3.66, -3.11], [-1.54, 2.57, -2.27], [-0.59, 1.65, -2.11], [0.58, 1.78, -2.81], [1.51, 0.74, -2.61], [1.07, -0.26, -1.76], [3.98, 1.87, -4.59], [-0.03, 4.65, -4.46], [-2.16, 4.39, -3.21], [-2.45, 2.45, -1.70]],
  "nbo_charge": [1.879, -0.653, 0.214, -0.362, 0.069, -0.045, -0.090, -0.745, -0.086, -0.124, -0.508, 0.152, -0.216, -0.147, -0.165, -0.214, -0.185, 0.521, 0.210, -0.624, 0.262, 0.243, 0.220, 0.216, 0.193, 0.210, 0.501, 0.266, 0.253, 0.250, 0.254, 0.254, 0.315, -0.166, -0.247, -0.116, 0.297, -0.126, -0.029, -0.255, 0.123, -0.563, 0.131, 0.239, -0.621, 0.264, 0.262, 0.265, 0.228],
  "homo_ev": -14.087,
  "orbital_gap_ev": 5.90,
  "charge": 2
}

---

# 2
{
  "formula": "C4H9MgO4Tl",
  "method": "ωB97M-V with the def2-TZVPD basis set",
  "species": ["O", "Tl", "O", "C", "O", "C", "C", "O", "C", "Mg", "H", "H", "H", "H", "H", "H", "H", "H", "H"],
  "coordinates": [[-2.50, 0.33, -0.14], [-2.17, 1.65, 1.27], [-0.31, 1.33, 0.92], [0.83, 1.89, 0.38], [1.73, 0.92, -0.10], [1.18, 0.04, -1.12], [1.63, -1.36, -0.83], [0.64, -1.95, 0.08], [0.90, -3.26, 0.52], [-0.70, -0.40, -0.05], [1.38, 2.46, 1.15], [0.57, 2.56, -0.46], [1.54, 0.36, -2.11], [-3.09, 0.36, -0.95], [2.61, -1.43, -0.31], [1.65, -1.97, -1.74], [0.07, -3.56, 1.17], [0.98, -3.95, -0.33], [1.84, -3.28, 1.10]],
  "mulliken_spin": [0.091, 0.620, 0.115, 0.021, 0.007, 0.150, 0.025, -0.004, -0.001, -0.014, -0.004, -0.004, -0.009, 0.001, 0.005, 0.003, 0.001, 0.001, -0.001],
  "homo_ev": [-11.991, -11.189],
  "multiplicity": 2,
  "orbital_gap_ev": [7.88, 3.59],
  "charge": 1
}

---

# 3
{
  "formula": "C4H11NO2",
  "method": "ωB97M-V with the def2-TZVPD basis set",
  "species": ["C", "C", "O", "C", "N", "C", "O", "H", "H", "H", "H", "H", "H", "H", "H", "H", "H", "H"],
  "coordinates": [[-0.06, 1.35, -1.36], [-0.52, 0.90, 0.03], [-1.84, 0.38, 0.00], [0.42, -0.04, 0.74], [-0.03, -0.26, 2.11], [0.47, -1.38, -0.03], [1.73, -1.52, -0.74], [-0.67, 2.18, -1.71], [1.01, 1.53, -1.39], [-0.28, 0.57, -2.11], [-0.31, 1.86, 0.56], [-2.39, 1.09, 0.31], [1.44, 0.35, 0.72], [0.44, -1.09, 2.47], [-1.02, -0.42, 2.28], [-0.28, -1.39, -0.82], [0.34, -2.27, 0.58], [1.55, -1.86, -1.64]],
  "nbo_charge": [-0.629, 0.084, -0.722, -0.098, -0.843, -0.076, -0.744, 0.211, 0.221, 0.200, 0.175, 0.480, 0.210, 0.356, 0.371, 0.171, 0.165, 0.470],
  "de_lowest_kj_mol": 160.19,
  "smiles": "C[C@@H](O)[C@@H](N)CO",
  "homo_ev": -9.107,
  "orbital_gap_ev": 9.91
}

---

# 4
{
  "formula": "C22H18F2N",
  "method": "ωB97M-V with the def2-TZVPD basis set",
  "species": ["C", "C", "C", "C", "C", "C", "C", "C", "N", "C", "H", "H", "H", "H", "H", "H", "H", "H", "H", "F", "C", "C", "C", "C", "C", "C", "C", "C", "C", "C", "C", "F", "C", "C", "H", "H", "H", "H", "H", "H", "H", "H", "H"],
  "coordinates": [[1.71, -3.48, -2.26], [2.47, -3.27, -1.00], [3.60, -4.07, -0.80], [4.37, -3.94, 0.35], [4.02, -3.01, 1.31], [2.90, -2.20, 1.14], [2.58, -1.21, 2.20], [2.12, -2.31, -0.03], [1.06, -1.41, -0.20], [0.23, -0.55, -0.15], [0.85, -2.82, -2.37], [2.38, -3.33, -3.12], [1.38, -4.52, -2.33], [3.87, -4.79, -1.58], [5.25, -4.58, 0.48], [4.63, -2.88, 2.21], [1.70, -0.61, 2.00], [2.45, -1.73, 3.16], [3.45, -0.55, 2.35], [-0.99, 6.05, -0.86], [-0.91, 4.77, -1.37], [-0.46, 4.62, -2.68], [-0.37, 3.31, -3.17], [-0.71, 2.22, -2.38], [-1.19, 2.37, -1.05], [-1.59, 1.17, -0.37], [-2.51, 1.08, 0.72], [-3.02, -0.23, 1.02], [-3.94, -0.45, 2.03], [-4.36, 0.60, 2.87], [-3.87, 1.87, 2.58], [-4.24, 2.91, 3.41], [-3.01, 2.15, 1.53], [-1.22, 3.70, -0.53], [-0.17, 5.48, -3.27], [-0.01, 3.15, -4.19], [-0.64, 1.21, -2.79], [-1.57, 0.28, -1.01], [-2.70, -1.06, 0.38], [-4.33, -1.45, 2.20], [-5.02, 0.44, 3.71], [-2.74, 3.18, 1.33], [-1.46, 3.91, 0.51]],
  "nbo_charge": [-0.639, 0.003, -0.210, -0.158, -0.210, 0.004, -0.641, 0.103, -0.459, 0.269, 0.215, 0.235, 0.237, 0.225, 0.229, 0.226, 0.216, 0.236, 0.236, -0.320, 0.460, -0.190, -0.208, -0.094, -0.178, 0.189, -0.192, -0.092, -0.207, -0.162, 0.380, -0.310, -0.168, -0.212, 0.259, 0.247, 0.229, 0.248, 0.231, 0.246, 0.260, 0.233, 0.234],
  "de_lowest_kj_mol": 263.55,
  "homo_ev": -11.561,
  "orbital_gap_ev": 5.76,
  "charge": 1
}

---

# 5
{
  "formula": "C6H9O4Sm",
  "method": "ωB97M-V with the def2-TZVPD basis set",
  "species": ["O", "C", "O", "O", "C", "Sm", "H", "H", "C", "C", "H", "H", "H", "C", "C", "O", "H", "H", "H", "H"],
  "coordinates": [[-2.89, 1.43, -1.67], [-1.82, 1.43, -1.00], [-0.86, 2.18, -1.32], [-1.78, 0.64, 0.06], [-0.57, 0.47, 0.80], [-2.38, 3.37, -3.40], [0.06, 1.36, 0.61], [-0.96, 0.27, 1.81], [1.41, -1.03, 2.63], [1.50, -0.74, 1.32], [0.69, -1.77, 2.99], [2.07, -0.55, 3.35], [2.31, -0.07, 1.02], [0.32, -0.80, 0.40], [0.78, -0.86, -1.05], [-0.34, -1.02, -1.91], [-0.30, -1.68, 0.64], [1.48, -1.71, -1.16], [1.33, 0.06, -1.30], [-0.04, -0.96, -2.82]],
  "mulliken_spin": [-0.009, -0.015, -0.004, -0.002, 0.000, 6.028, 0.000, 0.000, 0.001, -0.001, 0.000, 0.000, 0.000, 0.000, 0.000, 0.000, 0.000, 0.000, 0.000, 0.000],
  "de_lowest_kj_mol": 0.00,
  "homo_ev": [-11.552, -11.552],
  "multiplicity": 7,
  "orbital_gap_ev": [5.70, 5.84],
  "charge": 1
}

---

# 6
{
  "formula": "C22H21FN6O3S",
  "method": "ωB97M-V with the def2-TZVPD basis set",
  "species": ["O", "C", "N", "C", "C", "C", "C", "C", "N", "S", "O", "O", "C", "C", "C", "C", "C", "C", "C", "N", "C", "C", "N", "N", "N", "C", "C", "C", "C", "C", "C", "C", "F", "H", "H", "H", "H", "H", "H", "H", "H", "H", "H", "H", "H", "H", "H", "H", "H", "H", "H", "H", "H", "H"],
  "coordinates": [[-3.07, -3.39, -2.47], [-2.86, -2.51, -1.68], [-2.18, -2.80, -0.47], [-1.84, -1.93, 0.51], [-0.98, -2.48, 1.62], [-0.88, -1.55, 2.83], [-0.08, -0.29, 2.51], [1.27, -0.64, 1.91], [1.14, -1.52, 0.78], [0.81, -0.77, -0.69], [0.21, -1.76, -1.55], [0.15, 0.49, -0.52], [2.48, -0.45, -1.24], [3.24, -1.50, -1.72], [4.55, -1.26, -2.11], [5.08, 0.02, -2.01], [4.30, 1.06, -1.53], [2.99, 0.83, -1.14], [0.43, -2.74, 1.07], [-2.21, -0.69, 0.52], [-2.87, -0.31, -0.59], [-3.22, -1.11, -1.69], [-3.88, -0.33, -2.58], [-3.95, 0.84, -2.11], [-3.36, 0.91, -0.91], [-3.32, 2.14, -0.16], [-1.91, 2.64, 0.05], [-1.36, 2.75, 1.32], [-0.07, 3.21, 1.50], [0.70, 3.57, 0.40], [0.17, 3.47, -0.87], [-1.12, 3.00, -1.03], [-1.62, 2.93, -2.27], [-1.84, -3.76, -0.42], [-1.41, -3.44, 1.93], [-0.40, -2.10, 3.64], [-1.89, -1.27, 3.16], [-0.63, 0.31, 1.79], [0.06, 0.30, 3.42], [1.91, -1.13, 2.65], [1.78, 0.27, 1.56], [2.79, -2.47, -1.79], [5.15, -2.07, -2.50], [6.09, 0.20, -2.32], [4.72, 2.06, -1.46], [2.35, 1.62, -0.77], [1.02, -3.30, 1.81], [0.40, -3.31, 0.14], [-3.89, 2.86, -0.76], [-3.80, 1.99, 0.81], [-1.96, 2.47, 2.17], [0.34, 3.28, 2.49], [1.71, 3.93, 0.54], [0.75, 3.74, -1.75]],
  "nbo_charge": [-0.574, 0.646, -0.595, 0.502, -0.285, -0.396, -0.439, -0.225, -0.688, 2.329, -0.944, -0.946, -0.342, -0.184, -0.195, -0.191, -0.228, -0.137, -0.217, -0.520, 0.316, -0.068, -0.190, -0.029, -0.178, -0.232, -0.115, -0.187, -0.182, -0.216, -0.274, 0.432, -0.316, 0.419, 0.227, 0.203, 0.226, 0.262, 0.209, 0.197, 0.220, 0.235, 0.220, 0.218, 0.219, 0.232, 0.210, 0.233, 0.251, 0.219, 0.215, 0.207, 0.214, 0.231],
  "de_lowest_kj_mol": 28.33,
  "smiles": "O=c1[nH]c([C@@H]2CCCN(S(=O)(=O)c3ccccc3)C2)nc2c1nnn2Cc1ccccc1F",
  "homo_ev": -8.798,
  "orbital_gap_ev": 9.13
}

---

# 7
{
  "formula": "C4H8O2",
  "method": "ωB97M-V with the def2-TZVPD basis set",
  "species": ["C", "O", "C", "C", "C", "O", "H", "H", "H", "H", "H", "H", "H", "H"],
  "coordinates": [[2.05, 0.50, -0.61], [0.70, 0.16, -0.72], [0.20, -0.39, 0.48], [-1.26, -0.74, 0.27], [-2.12, 0.47, -0.01], [-3.31, 0.50, 0.18], [2.37, 0.91, -1.58], [2.67, -0.39, -0.38], [2.23, 1.25, 0.17], [0.32, 0.34, 1.31], [0.78, -1.29, 0.76], [-1.68, -1.26, 1.14], [-1.34, -1.41, -0.59], [-1.59, 1.35, -0.44]],
  "nbo_charge": [-0.248, -0.542, -0.059, -0.538, 0.443, -0.518, 0.197, 0.166, 0.166, 0.164, 0.174, 0.236, 0.242, 0.116],
  "de_lowest_kj_mol": 153.14,
  "smiles": "COCCC=O",
  "homo_ev": -9.683,
  "orbital_gap_ev": 10.59
}

---

Number 1: F_max 0.016 Eh/bohr. Number 2: F_max 0.150 Eh/bohr. Number 3: F_max 0.053 Eh/bohr. Number 4: F_max 0.083 Eh/bohr. Number 5: F_max 0.068 Eh/bohr. Number 6: F_max 0.027 Eh/bohr. Number 7: F_max 0.009 Eh/bohr.